Molecular formula: C29H45BF6N8O2S3SbW
Method: DFT, ωB97M-V/def2-TZVPD

Structure (XYZ):
```
96
Properties=species:S:1:pos:R:3
W 0.3994 -0.2913 -1.0505
C 1.6904 4.4899 -2.0682
C 0.3408 3.8900 -2.1066
C -0.5914 4.1561 -3.0849
C -1.8137 3.4438 -3.1140
N -2.1162 2.5770 -2.1748
N -1.2393 2.2755 -1.2298
B -1.4570 1.1609 -0.1953
N -2.8482 0.4168 -0.3082
N -3.9206 1.1758 -0.3326
C -5.1340 0.6595 -0.3501
C -5.3030 -0.7358 -0.4622
C -4.2015 -1.5624 -0.4038
C -4.2887 -3.0308 -0.5058
C -2.9354 -0.9321 -0.2407
S -1.5391 -1.9016 0.1029
C -6.3121 1.5888 -0.1836
C -6.2187 2.1746 1.2315
C -6.2054 2.7344 -1.2031
C -7.6633 0.8972 -0.3712
N -1.4709 1.7945 1.2566
N -2.1049 2.9475 1.3788
C -2.2328 3.5378 2.5443
C -1.6830 2.9471 3.7068
C -1.0195 1.7458 3.6223
C -0.3918 1.0765 4.7790
C -0.9404 1.1546 2.3244
S -0.1818 -0.3624 2.0952
C -2.9786 4.8436 2.6384
C -4.1574 4.6949 3.6064
C -3.5015 5.2573 1.2524
C -2.0229 5.9353 3.1321
C -0.0067 2.8652 -1.1936
S 1.1874 2.1532 -0.1609
C -2.7677 3.6964 -4.2535
C -2.1448 3.1830 -5.5628
C -3.0930 5.1838 -4.3500
C -4.0671 2.8943 -4.0626
H 1.7745 5.3572 -2.7156
H 2.4242 3.7512 -2.3973
H 1.9649 4.7709 -1.0545
H -0.3637 4.8637 -3.8684
H -6.2933 -1.1516 -0.5695
H -5.3205 -3.3621 -0.5748
H -3.8134 -3.4933 0.3603
H -3.7572 -3.3822 -1.3922
H -5.2508 2.6535 1.3659
H -6.3356 1.4017 1.9868
H -7.0070 2.9089 1.3736
H -5.2345 3.2165 -1.0915
H -6.9894 3.4640 -1.0199
H -6.3225 2.3485 -2.2115
H -7.8392 0.1543 0.4070
H -7.7500 0.4416 -1.3552
H -8.4762 1.6172 -0.2846
H -1.7981 3.4341 4.6631
H -0.5401 1.6325 5.6998
H 0.6792 0.9656 4.6101
H -0.7905 0.0706 4.9130
H -4.8189 3.8807 3.3181
H -4.7298 5.6194 3.6210
H -3.8284 4.5132 4.6285
H -4.1490 4.4775 0.8571
H -2.6692 5.4108 0.5717
H -4.0697 6.1799 1.3294
H -1.6930 5.7500 4.1529
H -2.5325 6.8960 3.1381
H -1.1490 6.0101 2.4915
H -1.1721 3.6429 -5.7457
H -2.7807 3.4457 -6.4066
H -2.0100 2.1048 -5.5474
H -2.2448 5.7580 -4.7234
H -3.3863 5.6038 -3.3900
H -3.9029 5.3433 -5.0596
H -3.8258 1.8464 -3.9207
H -4.7181 2.9922 -4.9268
H -4.5849 3.2904 -3.1934
C 4.4934 0.0838 0.1118
O 4.0330 -1.2796 0.1569
C 2.7889 -1.5674 0.2238
O 1.8290 -0.7005 0.2399
N 2.4570 -2.8505 0.3120
N 1.0843 -3.1399 0.4562
H 5.5474 0.0386 0.3829
H 3.9350 0.7102 0.8106
H 4.4022 0.4720 -0.9036
H 3.1756 -3.5787 0.3045
H 0.9148 -3.4980 1.3996
H 0.8220 -3.8807 -0.1976
F 2.2198 -0.0157 -2.0045
Sb 1.2684 -0.5174 -4.3504
F 0.8679 -1.9436 -1.8453
F -1.0313 -0.6380 -2.2254
F -0.2392 0.3727 -5.2168
F 0.3668 1.0055 -2.8294
F 2.2431 1.1326 -4.6153
```

Computed properties:
Calculated total energy in eV: -104631.056
ΔE to the lowest compared entry with this formula, charge and spin in kcal per mole: 0.0
HOMO (spin up / spin down) in eV: -19.9 / -19.9
Multiplicity: 4
Total charge: +4
Orbital gap (spin up / spin down) in hartree: 0.2350 / 0.1795

Results of the Löwdin charge analysis, in e, for atoms 1 through 4: atom 1 (W): 1.748, atom 2 (C): -0.012, atom 3 (C): -0.203, atom 4 (C): 0.142

Molecular formula: C22H25N2O2S4Tc
Method: DFT, ωB97M-V/def2-TZVPD

Structure (XYZ):
```
56
Properties=species:S:1:pos:R:3
Tc 0.3614 0.5157 -1.0895
C -0.9782 0.1873 6.8701
C -1.0243 0.0090 5.3886
C -0.2786 0.8441 4.5407
C -0.3435 0.7085 3.1746
C -1.1682 -0.2912 2.6394
C -1.9254 -1.1425 3.4589
C -1.8412 -0.9796 4.8230
S -1.2910 -0.5078 0.9632
O -1.2443 0.8269 0.2436
O -2.3237 -1.3932 0.5644
N 0.1584 -0.9790 0.2719
C 1.0149 -1.9920 0.3279
C 0.9910 -3.1104 1.1883
C 1.9894 -4.0600 1.0975
C 3.0254 -3.9198 0.1790
C 3.0920 -2.7986 -0.7043
C 4.1398 -2.6051 -1.6284
C 4.1339 -1.4805 -2.4159
C 3.0837 -0.5719 -2.2967
N 2.0670 -0.7342 -1.4463
C 2.0829 -1.8416 -0.6401
H -0.1300 0.7923 7.1810
H -0.9393 -0.7752 7.3792
H -1.8912 0.6895 7.2011
H 0.3458 1.6152 4.9722
H 0.2150 1.3787 2.5330
H -2.5752 -1.8923 3.0271
H -2.4272 -1.6191 5.4703
H 0.1891 -3.2157 1.9081
H 1.9691 -4.9218 1.7508
H 3.8067 -4.6684 0.1264
H 4.9406 -3.3311 -1.7034
H 4.9265 -1.2841 -3.1243
H 3.0713 0.3266 -2.8987
C -1.3653 3.6972 -1.6141
C 0.0413 3.8617 -2.1731
S 1.0115 2.3305 -2.4736
C 0.6810 1.7698 -4.1746
C -0.5926 0.9679 -4.3479
S -0.9352 -0.0717 -2.8744
C -2.7268 0.2037 -2.6026
C -3.1982 1.5440 -2.0313
S -2.6071 3.0831 -2.7920
H -1.6872 4.6938 -1.3056
H -1.3764 3.0778 -0.7175
H 0.6694 4.4274 -1.4833
H 0.0537 4.3838 -3.1310
H 1.5611 1.1793 -4.4297
H 0.6869 2.6445 -4.8260
H -0.5129 0.2769 -5.1878
H -1.4522 1.6161 -4.4778
H -3.0403 -0.6221 -1.9617
H -3.1300 0.0156 -3.6007
H -3.0211 1.5985 -0.9622
H -4.2820 1.5435 -2.1654
```

Computed properties:
Calculated total energy in eV: -75806.943
ΔE to the lowest compared entry with this formula, charge and spin in kcal per mole: 0.6
HOMO (spin up / spin down) in eV: -16.9 / -16.9
Multiplicity: 4
Total charge: +3
Orbital gap (spin up / spin down) in hartree: 0.2288 / 0.1718

Results of the Löwdin charge analysis, in e, for atoms 1 through 4: atom 1 (Tc): 1.110, atom 2 (C): -0.007, atom 3 (C): -0.200, atom 4 (C): 0.009

Q: Number 2 is which compound?
A: C22H25N2O2S4Tc

Q: total charge of number 1 (C29H45BF6N8O2S3SbW)?
A: +4

Q: What is the formula in the second record?
A: C22H25N2O2S4Tc